Entry from the Open Molecules 2025 dataset: one molecule with the formula C4H7NO2 in a non-equilibrium geometry (ωB97M-V/def2-TZVPD).

Geometry as XYZ:
```
14
Properties=species:S:1:pos:R:3:forces:R:3
N 0.930 -1.348 -0.143 0.9 -1.8 -1.7
C 0.658 -0.040 0.323 -3.2 1.0 -0.9
C 1.593 0.934 -0.287 1.9 1.1 -0.7
O 1.485 2.118 -0.559 -0.4 -1.9 0.6
C -0.858 0.489 -0.101 4.0 3.4 2.8
C -1.957 -0.227 0.520 -4.7 1.1 -0.9
O -2.996 0.328 0.967 3.4 -1.6 -0.6
H 1.151 -1.481 -1.160 -0.3 0.7 1.3
H 0.175 -1.991 0.053 0.1 0.0 0.2
H 0.885 -0.025 1.390 -0.5 0.3 0.3
H 2.546 0.381 -0.468 0.2 0.5 -0.2
H -0.757 0.586 -1.203 -0.8 -0.3 0.7
H -0.817 1.558 0.419 -0.5 -1.8 -1.6
H -2.040 -1.282 0.248 0.2 -0.6 0.7
```
Positions in Å, forces in eV/Å.

## Properties
Maximum force (eV/Å): 5.90
Orbital gap (eV): 10.10
ΔE to the lowest compared entry with this formula, charge and spin (kJ/mol): 268.0
E_HOMO (eV): -9.848
LUMO (eV): 0.2514
Structure (SMILES): N[C@@H](C=O)CC=O
E_tot (a.u.): -361.77879

=====

Entry from the Open Molecules 2025 dataset: a 3-piece molecular cluster, C4H7NO2 overall in a non-equilibrium geometry (ωB97M-V/def2-TZVPD).

Geometry as XYZ:
```
14
Properties=species:S:1:pos:R:3:forces:R:3
C 1.274 -1.300 0.183 -1.5 -0.4 -0.2
C -0.936 1.303 0.676 1.8 1.2 0.9
C 0.369 1.415 0.387 -1.1 2.1 0.0
C -1.652 -0.508 -0.147 -1.6 -2.0 -0.8
O 2.164 -0.905 -0.834 0.1 0.3 -0.1
N -2.379 -0.545 -1.093 0.3 0.7 0.3
O 1.426 1.795 0.074 -0.2 -1.1 0.1
H 2.351 0.037 -0.738 -0.1 -0.1 0.0
H -2.848 0.044 -1.763 0.1 -0.1 0.0
H 1.199 -2.386 0.119 0.2 -0.1 0.1
H 1.637 -1.043 1.185 -0.1 0.1 0.0
H -1.183 1.052 1.696 0.0 -0.4 -0.1
H -1.581 2.037 0.218 0.1 0.0 -0.3
H 0.159 -0.994 0.036 2.0 -0.1 0.3
```
Positions in Å, forces in eV/Å.

## Properties
Maximum force (eV/Å): 2.71
Orbital gap (eV): 8.62
ΔE to the lowest compared entry with this formula, charge and spin (kJ/mol): 515.4
E_HOMO (eV): -8.264
LUMO (eV): 0.3593
E_tot (a.u.): -361.68456

=====

Entry from the Open Molecules 2025 dataset: one molecule with the formula C4H7NO2 in a non-equilibrium geometry (ωB97M-V/def2-TZVPD).

Geometry as XYZ:
```
14
Properties=species:S:1:pos:R:3:forces:R:3
O -3.518 0.957 -0.010 2.1 -0.4 -0.8
C -2.416 0.546 -0.316 1.0 -0.9 1.5
C -0.992 0.904 0.399 -0.7 2.0 -1.4
C 0.032 -0.352 0.476 -0.8 -1.1 -1.0
N 1.203 -0.390 -0.522 0.1 -0.1 0.7
C 2.550 -0.602 -0.191 1.7 -0.7 -1.7
O 3.515 -0.769 -0.990 -3.6 0.6 2.0
H -2.212 -0.326 -1.037 -0.7 1.0 0.2
H -1.287 1.564 1.371 1.2 -2.0 -2.0
H -0.502 1.653 -0.385 -0.9 -1.3 1.7
H -0.522 -1.369 0.277 0.7 2.0 0.6
H 0.391 -0.380 1.507 0.4 -0.1 -0.3
H 0.987 -0.737 -1.465 0.0 0.6 0.6
H 2.771 -0.699 0.887 -0.4 0.4 -0.1
```
Positions in Å, forces in eV/Å.

## Properties
Maximum force (eV/Å): 4.12
Orbital gap (eV): 10.70
ΔE to the lowest compared entry with this formula, charge and spin (kJ/mol): 243.5
E_HOMO (eV): -10.086
LUMO (eV): 0.6161
Structure (SMILES): O=CCCNC=O
E_tot (a.u.): -361.78811

=====

Entry from the Open Molecules 2025 dataset: C4H7NO2 as an isolated structure (ωB97M-V/def2-TZVPD).

Geometry as XYZ:
```
14
Properties=species:S:1:pos:R:3:forces:R:3
N 1.668 0.645 1.692 -0.1 0.3 -0.2
C 0.656 0.298 0.863 0.1 0.2 0.0
O -0.449 0.908 0.860 0.2 -0.2 0.2
C 0.506 -0.945 0.091 0.0 0.0 0.0
C -1.020 -0.680 0.420 -0.3 -0.2 0.1
C -1.474 0.347 -2.107 0.0 -0.3 -0.2
O -1.382 -0.778 -2.528 -0.1 0.6 -0.3
H 1.446 1.390 2.341 0.0 0.1 -0.2
H 2.570 0.732 1.242 0.1 -0.4 0.3
H 1.037 -1.797 0.533 -0.1 0.2 0.0
H 0.694 -0.907 -0.989 -0.1 0.1 0.2
H -1.232 -1.052 1.439 0.4 0.1 -0.1
H -0.618 1.059 -2.166 -0.1 -0.2 0.1
H -2.401 0.781 -1.690 0.0 -0.3 -0.1
```
Positions in Å, forces in eV/Å.

## Properties
Maximum force (eV/Å): 0.65
Orbital gap (eV): 7.97
ΔE to the lowest compared entry with this formula, charge and spin (kJ/mol): 548.5
E_HOMO (eV): -7.461
LUMO (eV): 0.5061
E_tot (a.u.): -361.67195